Here is a cluster of 2 separate species, C5H8O2 in total from the OMol25 dataset. Energies are from wB97M-V/def2-TZVPD.

XYZ file:
```
15
Properties=species:S:1:pos:R:3:forces:R:3:mulliken_charge:R:1
O 1.831478 0.119040 -2.875721 -1.2 0.3 0.4 -0.168
H -1.175639 1.525487 -0.818151 0.1 0.1 0.1 0.349
H -1.152612 -0.839074 -0.872013 0.0 0.0 0.2 0.279
H -0.991886 0.631175 1.813989 0.0 0.0 -0.1 0.293
C 1.560349 -0.658123 0.572172 -0.1 0.1 0.0 -0.785
C 0.794495 0.397299 -2.507515 1.2 -0.3 -0.5 0.150
H -2.493529 -0.559115 0.261362 0.1 0.0 0.0 0.348
O -1.142927 1.701469 0.131116 0.0 0.0 -0.2 -0.539
H 1.130738 -1.643257 0.402254 0.0 0.2 0.0 0.216
C 0.813862 0.430705 0.737737 0.1 -0.1 0.0 -0.270
H 1.295428 1.394195 0.907681 0.0 -0.1 0.0 0.316
H -1.151852 -1.627851 0.715856 0.0 0.1 0.0 0.382
H 2.645306 -0.601656 0.599368 -0.2 0.0 0.0 0.275
C -0.696608 0.508086 0.763896 0.1 -0.3 0.2 0.422
C -1.412187 -0.706602 0.186281 0.0 -0.1 0.0 -1.267
```
Positions in Å, forces in eV/Å.

The energy is -345.757000 hartree. The energy relative to the best compared isomer or geometry (same formula, charge and spin) comes out at 125.9 kJ/mol. Its charge is 0. As for the HOMO energy: -9.928 eV. The calculation puts the orbital gap at 10.92 eV.



Here is the molecule C5H8O2 from the OMol25 dataset. Energies are from wB97M-V/def2-TZVPD.

XYZ file:
```
15
Properties=species:S:1:pos:R:3:forces:R:3:mulliken_charge:R:1
H -0.806724 -2.590091 -0.214039 0.1 0.1 0.0 0.308
H 0.138418 -1.991970 -1.584913 0.0 0.0 0.2 0.327
C -0.408926 0.162032 0.095197 0.0 0.0 0.0 -0.507
C 0.180667 -2.219850 -0.513237 0.0 -0.1 0.0 -1.252
C -0.496167 2.749726 -0.062097 -0.3 0.1 -0.3 -0.076
C 0.123201 1.490984 0.558289 0.2 -0.1 0.2 0.471
O -1.368636 2.713648 -0.892795 0.4 0.0 0.4 -0.456
H 0.672795 -1.221268 1.350661 0.0 0.0 -0.2 0.270
H -1.338667 -0.026430 0.653844 0.1 0.0 -0.1 0.268
H -0.052175 3.692555 0.313755 -0.1 -0.1 0.0 0.371
H -0.721026 0.261358 -0.951314 0.1 0.0 0.1 0.347
H 0.900959 -3.032151 -0.374103 -0.1 0.1 0.0 0.363
C 0.584496 -0.983390 0.284940 0.1 0.0 0.0 -0.244
O 1.011871 1.643896 1.367149 -0.4 0.0 -0.3 -0.520
H 1.579914 -0.649047 -0.031336 -0.1 0.0 0.0 0.328
```
Positions in Å, forces in eV/Å.

The energy is -345.775540 hartree. The energy relative to the best compared isomer or geometry (same formula, charge and spin) comes out at 77.2 kJ/mol. Its charge is 0. As for the HOMO energy: -9.820 eV. The calculation puts the orbital gap at 9.36 eV.



Here is the molecule C5H8O2 from the OMol25 dataset. Energies are from wB97M-V/def2-TZVPD.

XYZ file:
```
15
Properties=species:S:1:pos:R:3:forces:R:3:mulliken_charge:R:1
H -1.608184 -1.049506 1.345733 0.0 0.1 -0.1 0.399
H 2.694585 -0.332398 -0.320751 0.4 0.4 -0.2 0.224
H 2.042767 -0.514744 -2.038532 -0.2 -0.3 0.3 0.261
O -2.155553 0.829000 0.931210 0.0 0.3 -0.1 -0.561
H -1.840310 1.591855 0.427966 -0.1 -0.1 0.1 0.347
H -0.839138 -1.605109 -0.914500 0.1 0.2 0.0 0.267
H 0.391876 1.201007 1.399570 -0.1 -0.2 0.1 0.286
H 0.758865 -0.486668 1.833876 -0.1 0.0 -0.2 0.295
C -1.217846 -0.204397 0.774369 0.0 -0.3 0.1 0.078
O 1.216916 1.104273 -0.981206 0.0 0.2 -0.1 -0.504
C 1.885968 -0.152505 -1.022214 0.1 -0.4 0.1 -0.576
H -1.359840 0.009949 -1.467633 0.0 0.0 0.1 0.307
C -0.812329 -0.531618 -0.692160 -0.1 0.0 -0.1 -0.818
C 0.256429 0.155001 1.102864 0.0 0.0 0.1 -0.918
C 0.585795 -0.014137 -0.378595 0.0 -0.1 0.1 0.914
```
Positions in Å, forces in eV/Å.

The energy is -345.716335 hartree. The energy relative to the best compared isomer or geometry (same formula, charge and spin) comes out at 232.7 kJ/mol. Its charge is 0. As for the HOMO energy: -10.162 eV. The calculation puts the orbital gap at 11.09 eV.



Here is the molecule C5H8O2 from the OMol25 dataset. Energies are from wB97M-V/def2-TZVPD.

XYZ file:
```
15
Properties=species:S:1:pos:R:3:forces:R:3:mulliken_charge:R:1
H -1.298283 -0.970858 1.248382 0.1 0.1 -0.2 0.323
H 1.903915 -1.542165 -0.342406 0.1 -0.2 0.0 0.301
H -2.166454 1.359288 0.236424 0.1 -0.1 0.0 0.463
H -1.224014 -1.094296 -1.468068 0.2 -0.4 0.0 0.415
H -0.215170 1.636917 0.900551 -1.6 1.3 -0.4 0.343
H 2.644363 0.011768 0.195538 -0.1 -0.3 -0.1 0.324
O -0.903922 -1.594797 -0.679418 0.1 -0.2 -0.1 -0.571
C 0.372838 1.332726 0.066422 1.1 0.2 0.6 -0.916
C -0.884136 -0.597273 0.300726 0.1 0.2 0.1 -0.102
C 0.534638 0.013591 0.278753 0.2 0.1 0.0 0.459
H 1.932006 -1.090907 1.374950 -0.1 0.0 -0.3 0.292
C -1.650992 0.599275 -0.367832 -0.7 -0.4 -0.3 0.104
C 1.829516 -0.706046 0.345580 0.0 -0.2 -0.3 -1.186
O -1.787895 0.575050 -1.581893 -0.4 0.0 0.6 -0.603
H 0.913584 2.067731 -0.507704 0.9 -0.1 0.5 0.354
```
Positions in Å, forces in eV/Å.

The energy is -345.673067 hartree. The energy relative to the best compared isomer or geometry (same formula, charge and spin) comes out at 346.3 kJ/mol. Its charge is 0. As for the HOMO energy: -8.758 eV. The calculation puts the orbital gap at 9.14 eV.



Here is the molecule C5H8O2 from the OMol25 dataset. Energies are from wB97M-V/def2-TZVPD.

XYZ file:
```
15
Properties=species:S:1:pos:R:3:forces:R:3:mulliken_charge:R:1
O 0.366171 2.050584 0.335395 -0.2 0.2 0.3 -0.537
H 2.817510 1.203651 -1.015526 0.2 -0.2 -0.2 0.403
H -0.053137 -2.435780 0.261133 -0.1 0.2 0.1 0.338
C 2.000146 0.532201 -0.909055 0.1 -0.7 -0.3 -0.364
C -0.319224 -0.360810 -0.283016 0.2 0.1 0.2 1.667
H 0.157146 -1.321175 1.622516 -0.1 0.0 -0.1 0.379
C 1.046892 -0.198490 -0.793462 0.5 0.6 0.1 -0.700
C -0.430402 -1.515201 0.719723 0.1 0.0 0.1 -1.545
H 1.024582 1.873914 1.019992 -0.3 -0.1 -0.1 0.338
H -1.476211 -1.685881 0.998990 0.2 0.2 -0.1 0.371
H -1.432716 1.488297 -0.283754 -0.1 -0.2 0.1 0.329
C -0.648017 1.066426 0.344177 -0.4 0.0 0.1 -0.776
H -0.781149 -1.041697 -2.047504 -0.2 0.1 0.1 0.362
H -1.017739 0.935317 1.366804 -0.1 -0.1 -0.1 0.310
O -1.253857 -0.591353 -1.336418 0.1 0.0 -0.2 -0.573
```
Positions in Å, forces in eV/Å.

The energy is -345.688784 hartree. The energy relative to the best compared isomer or geometry (same formula, charge and spin) comes out at 305.0 kJ/mol. Its charge is 0. As for the HOMO energy: -9.936 eV. The calculation puts the orbital gap at 10.71 eV.



Here is the molecule C5H8O2 from the OMol25 dataset. Energies are from wB97M-V/def2-TZVPD.

XYZ file:
```
15
Properties=species:S:1:pos:R:3:forces:R:3:mulliken_charge:R:1
C -0.322216 0.668463 -0.671759 -0.2 0.2 -0.1 -0.435
O 1.473879 1.490527 1.024779 0.2 0.0 0.0 -0.543
C -0.231698 -0.399641 1.217285 0.0 -0.1 0.1 -0.830
C 0.706201 0.503650 0.428826 -0.1 -0.1 0.0 0.632
O -1.343407 -1.625518 -0.575794 -0.2 0.0 -0.3 -0.564
H -0.631323 1.592578 -1.147535 0.0 -0.2 -0.1 0.406
H 1.705652 0.611500 -1.502032 -0.1 -0.1 0.1 0.342
H 0.114924 -1.392001 1.524839 0.0 0.1 -0.1 0.262
H -1.819634 -1.523231 -1.409112 0.1 0.0 0.1 0.325
H -0.633276 0.140567 2.079694 0.1 -0.1 -0.1 0.278
H 2.398338 1.307128 0.823039 -0.1 0.1 0.1 0.347
C 0.999091 0.000457 -0.944912 0.2 -0.1 -0.1 -0.861
C -1.224957 -0.354890 0.029960 0.0 0.2 0.2 0.071
H 1.021224 -1.062673 -1.171849 0.0 0.1 0.1 0.211
H -2.212800 0.043084 0.294569 0.2 0.0 0.0 0.360
```
Positions in Å, forces in eV/Å.

The energy is -345.726828 hartree. The energy relative to the best compared isomer or geometry (same formula, charge and spin) comes out at 205.1 kJ/mol. Its charge is 0. As for the HOMO energy: -9.354 eV. The calculation puts the orbital gap at 10.24 eV.



Here is the molecule C5H8O2 from the OMol25 dataset. Energies are from wB97M-V/def2-TZVPD.

XYZ file:
```
15
Properties=species:S:1:pos:R:3:forces:R:3:mulliken_charge:R:1
H 3.037801 1.165117 -0.168755 -0.3 -0.2 -0.6 0.347
C -0.333216 -0.041866 -0.333114 1.2 -0.1 1.5 -0.874
H 1.518465 1.924791 -0.971892 0.7 -0.3 0.1 0.329
C 1.948712 1.276041 -0.188994 -1.3 1.2 1.4 -1.338
C 1.219967 -0.076530 -0.128919 -1.3 1.7 1.0 1.163
H -3.424644 0.186157 -0.567721 -0.4 -0.1 0.0 0.276
H -3.172217 -1.490476 0.000803 -0.6 -0.4 0.4 0.306
O 1.450742 -0.363660 1.278200 -1.0 -2.1 -1.6 -0.517
H 0.999289 -1.411225 -1.475824 -1.8 -1.0 -1.0 0.361
H 0.928307 -1.189574 1.378115 0.6 0.5 0.6 0.342
O 1.703693 -1.012413 -1.033954 2.5 0.8 1.3 -0.520
C -2.972961 -0.453775 0.184001 2.7 1.4 0.2 -1.035
C -1.475875 -0.276202 0.007943 -0.6 0.2 -1.0 0.578
H -3.148789 -0.030706 1.190059 -0.6 -0.7 -0.4 0.293
H 1.720729 1.794315 0.830053 0.2 -0.8 -1.9 0.288
```
Positions in Å, forces in eV/Å.

The energy is -345.702579 hartree. The energy relative to the best compared isomer or geometry (same formula, charge and spin) comes out at 268.8 kJ/mol. Its charge is 0. As for the HOMO energy: -10.018 eV. The calculation puts the orbital gap at 10.64 eV.



Here is a cluster of 2 separate species, C5H8O2 in total from the OMol25 dataset. Energies are from wB97M-V/def2-TZVPD.

XYZ file:
```
15
Properties=species:S:1:pos:R:3:forces:R:3:mulliken_charge:R:1
H 1.818134 -0.644730 1.646167 -0.1 0.0 0.1 0.347
C 0.484140 -0.349637 0.315551 0.0 -0.2 -0.1 0.685
C 0.541180 -1.143962 -0.975009 -0.2 0.1 0.1 -0.462
C -0.848323 0.134273 -0.153116 -0.2 0.1 0.1 0.747
H 0.208628 1.764189 0.839735 0.0 -0.1 -0.1 0.263
H -2.900650 0.738104 -0.186846 0.1 -0.1 0.1 0.340
O 0.860887 -0.751526 1.572474 0.2 0.0 0.0 -0.528
H -2.201923 0.508455 1.430659 0.0 0.0 -0.1 0.321
H 2.937823 -0.962943 -1.480744 0.1 0.0 0.0 -0.196
H 0.673340 1.570486 -0.937829 0.0 -0.1 0.1 0.233
C -2.225320 0.116988 0.409798 0.0 0.0 0.0 -1.313
H 3.610538 -0.636572 -1.460970 0.0 0.0 0.0 0.217
O -0.588891 -0.567011 -1.414257 0.1 -0.1 -0.1 -0.246
H -2.612600 -0.905374 0.436812 0.1 0.1 0.0 0.319
C 0.243036 1.129262 -0.042426 0.0 0.2 -0.1 -0.727
```
Positions in Å, forces in eV/Å.

The energy is -345.594157 hartree. The energy relative to the best compared isomer or geometry (same formula, charge and spin) comes out at 553.5 kJ/mol. Its charge is 0. As for the HOMO energy: -8.622 eV. The calculation puts the orbital gap at 9.20 eV.



no.,largest force on an atom (eV/A)
1,1.36
2,0.57
3,0.60
4,2.08
5,0.76
6,0.32
7,3.04
8,0.28